Record 1
C38H74BF3N4O12S | ωB97M-V/def2-TZVPD

As for the SMILES: CCCOC[C@]1(COC(F)(F)F)NC(=O)[C@](CCCCOC)(B(O)N(C)C)[C@H]1CCCCCCCSc1nnco1.COCCOCCOC.COCCOCCOC. As for the HOMO-LUMO gap: 0.334 Eh.

Last column: Mulliken charge in e.
Atoms and positions in Å:
C 5.54 0.17 2.10  -1.160
C 5.67 -0.66 0.83  -0.612
C 4.35 -1.33 0.45  -0.538
O 3.43 -0.38 -0.08  0.028
C 2.99 -0.66 -1.39  -2.157
C 1.72 0.12 -1.76  1.971
C 0.91 -0.77 -2.72  -1.814
O 1.81 -1.17 -3.77  -0.231
C 1.28 -1.34 -4.98  0.977
F 0.11 -2.02 -4.94  -0.299
F 2.13 -2.00 -5.75  -0.203
F 0.99 -0.15 -5.57  -0.296
N 2.01 1.38 -2.51  -0.134
C 1.01 2.29 -2.11  -1.539
O 0.37 2.94 -2.88  -0.625
C 0.98 2.18 -0.61  2.513
C -0.13 3.00 0.08  -0.985
C 0.15 4.48 0.32  -0.359
C -1.11 5.25 0.78  -0.765
C -1.67 6.21 -0.27  -0.747
O -1.72 5.60 -1.54  -0.331
C -0.84 6.07 -2.54  -0.583
B 2.45 2.75 -0.25  0.401
O 2.88 3.86 -1.00  -0.592
N 3.29 2.23 0.83  0.258
C 4.66 2.07 0.32  -0.414
C 3.27 3.12 2.00  -1.311
C 0.89 0.62 -0.50  -0.368
C -0.54 0.00 -0.46  -0.883
C -1.38 0.15 0.83  -1.744
C -2.70 0.93 0.71  -0.625
C -3.93 0.06 0.38  -0.864
C -5.19 0.42 1.18  -0.350
C -6.50 0.09 0.45  -0.995
C -7.13 1.26 -0.31  -0.574
S -7.48 2.59 0.88  -0.129
C -8.84 3.30 0.07  0.387
N -9.77 2.75 -0.64  -0.215
N -10.63 3.78 -1.03  -0.501
C -10.14 4.84 -0.50  0.081
O -9.02 4.64 0.20  -0.244
H 4.61 0.75 2.09  0.215
H 6.36 0.89 2.21  0.283
H 5.53 -0.47 2.99  0.463
H 5.99 -0.03 -0.01  0.273
H 6.42 -1.45 0.96  0.465
H 3.90 -1.77 1.35  0.278
H 4.51 -2.14 -0.27  0.400
H 3.77 -0.44 -2.12  0.250
H 2.76 -1.74 -1.45  0.724
H 0.08 -0.20 -3.17  0.611
H 0.52 -1.67 -2.25  0.429
H 1.99 1.24 -3.51  0.450
H -1.03 2.95 -0.53  0.288
H -0.34 2.53 1.05  0.197
H 0.91 4.59 1.11  0.103
H 0.55 4.91 -0.59  0.394
H -0.90 5.80 1.70  0.459
H -1.90 4.53 1.02  0.194
H -1.08 7.14 -0.31  0.331
H -2.69 6.50 0.00  0.440
H -1.36 6.76 -3.21  0.298
H 0.02 6.59 -2.10  0.354
H -0.48 5.21 -3.11  0.055
H 3.32 3.64 -1.83  0.354
H 5.20 3.03 0.23  0.528
H 5.22 1.41 0.98  -0.659
H 4.64 1.60 -0.67  0.304
H 3.05 4.17 1.76  0.362
H 4.26 3.11 2.47  0.443
H 2.54 2.77 2.74  0.280
H 1.39 0.30 0.42  0.946
H -0.38 -1.08 -0.59  0.358
H -1.14 0.32 -1.32  0.264
H -1.65 -0.87 1.15  0.794
H -0.75 0.56 1.62  0.594
H -2.89 1.49 1.63  0.574
H -2.60 1.68 -0.08  0.176
H -4.17 0.17 -0.69  0.298
H -3.70 -1.00 0.53  0.370
H -5.14 1.50 1.41  0.436
H -5.17 -0.10 2.14  0.176
H -7.24 -0.31 1.16  0.366
H -6.31 -0.71 -0.28  0.405
H -8.07 0.96 -0.76  0.506
H -6.47 1.65 -1.09  0.298
H -10.54 5.84 -0.55  0.404
C 5.66 -2.17 -4.06  -0.754
O 5.63 -3.52 -4.47  -0.341
C 4.96 -3.74 -5.69  -0.338
C 5.68 -4.75 -6.56  -0.459
O 6.90 -4.29 -7.11  -0.418
C 8.04 -4.20 -6.28  -0.251
C 8.67 -5.53 -5.94  -0.557
O 7.89 -6.29 -5.05  -0.296
C 7.82 -7.67 -5.34  -0.777
H 4.72 -1.87 -3.59  0.207
H 6.47 -2.07 -3.33  0.326
H 5.86 -1.50 -4.90  0.420
H 4.83 -2.81 -6.24  0.322
H 3.96 -4.15 -5.48  0.332
H 5.04 -4.92 -7.43  0.377
H 5.80 -5.70 -6.03  0.173
H 7.84 -3.64 -5.36  0.079
H 8.77 -3.65 -6.87  0.380
H 9.65 -5.32 -5.49  0.372
H 8.85 -6.09 -6.87  0.339
H 7.66 -7.85 -6.41  0.353
H 6.98 -8.08 -4.78  0.234
H 8.74 -8.20 -5.03  0.321
C -3.57 -4.43 6.88  -0.773
O -4.71 -3.66 6.64  -0.277
C -5.72 -3.74 7.63  -0.549
C -6.35 -2.40 7.92  -0.251
O -5.51 -1.48 8.58  -0.428
C -4.49 -0.83 7.85  -0.298
C -4.98 0.26 6.92  -0.605
O -5.67 -0.26 5.80  -0.252
C -6.81 0.46 5.42  -0.849
H -3.72 -5.48 6.60  0.316
H -2.76 -4.02 6.27  0.237
H -3.26 -4.39 7.93  0.346
H -5.30 -4.15 8.56  0.341
H -6.51 -4.42 7.29  0.359
H -7.16 -2.59 8.62  0.376
H -6.78 -1.98 7.01  0.091
H -3.86 -1.54 7.31  0.130
H -3.88 -0.34 8.61  0.382
H -4.09 0.82 6.58  0.360
H -5.62 0.95 7.48  0.369
H -7.41 0.75 6.28  0.459
H -7.41 -0.19 4.78  0.216
H -6.55 1.36 4.85  0.298

Record 2
C28H31BF6O2S | ωB97M-V/def2-TZVPD

The calculation puts the energy relative to the best compared isomer or geometry (same formula, charge and spin) at 24.8 kcal per mole. As for the HOMO-LUMO gap: 0.129 Eh.

Last column: Mulliken charge in e.
Atoms and positions in Å:
C -2.83 -2.22 -5.14  -1.313
C -2.55 -1.56 -3.85  0.958
C -3.11 -0.35 -3.47  -1.074
C -2.65 0.16 -2.25  -0.515
C -1.83 -0.73 -1.55  0.342
B -0.28 0.03 -0.62  0.526
C -1.68 -0.75 -0.08  1.352
C -1.43 -2.05 0.53  -0.796
C -2.20 -2.51 1.57  -0.010
C -1.98 -3.93 2.04  0.745
F -2.95 -4.34 2.92  -0.301
F -1.96 -4.81 0.99  -0.280
F -0.77 -4.07 2.70  -0.260
C -3.15 -1.70 2.20  -0.935
C -3.27 -0.37 1.79  -0.414
C -4.20 0.57 2.52  0.719
F -3.52 1.54 3.20  -0.254
F -5.05 1.21 1.65  -0.284
F -4.98 -0.09 3.43  -0.299
C -2.53 0.13 0.74  -0.851
O 0.86 -0.67 -0.94  -0.451
C 1.59 0.26 -1.78  1.699
C 3.06 0.08 -1.50  -1.640
C 1.30 -0.12 -3.23  -1.963
C 0.99 1.69 -1.40  1.741
C 1.81 2.38 -0.34  -1.641
C 0.78 2.67 -2.54  -2.029
O -0.32 1.38 -0.83  -0.337
S -1.56 -2.15 -2.58  -0.191
H -3.54 -1.60 -5.69  0.375
H -1.94 -2.34 -5.76  0.291
H -3.28 -3.20 -5.01  0.305
H -3.83 0.15 -4.12  0.319
H -2.88 1.13 -1.82  0.479
H -0.65 -2.68 0.10  0.538
H -3.79 -2.10 2.98  0.594
H -2.62 1.17 0.44  0.351
H 3.63 0.84 -2.05  0.342
H 3.32 0.13 -0.43  0.141
H 3.40 -0.91 -1.85  0.458
H 1.96 0.48 -3.87  0.401
H 1.52 -1.19 -3.39  0.431
H 0.25 0.06 -3.50  0.163
H 2.80 2.69 -0.70  0.349
H 1.30 3.27 0.06  0.502
H 1.96 1.69 0.49  -0.116
H 1.75 2.94 -2.96  0.394
H 0.14 2.26 -3.33  0.334
H 0.29 3.58 -2.16  0.442
C 0.93 -1.37 2.24  -1.732
C 1.00 0.10 2.23  2.619
C -0.15 0.83 2.80  -1.846
C 2.30 0.72 2.35  0.525
C 2.43 2.07 2.78  -0.379
C 3.62 2.76 2.62  -0.625
C 4.76 2.09 2.11  -0.536
C 4.72 0.71 1.93  -0.358
C 3.51 0.02 2.04  -0.696
H 1.15 -1.80 1.26  0.200
H 1.68 -1.77 2.94  0.556
H -0.05 -1.72 2.57  0.313
H -0.32 1.80 2.31  0.282
H -1.07 0.25 2.77  0.162
H 0.07 1.04 3.86  0.483
H 1.55 2.61 3.15  0.340
H 3.67 3.83 2.86  0.355
H 5.69 2.65 1.98  0.401
H 5.64 0.16 1.68  0.370
H 3.48 -1.05 1.88  0.232

Record 3
C27H64IN2O11S | ωB97M-V/def2-TZVPD

Its total charge is +1. The calculation puts the energy relative to the best compared isomer or geometry (same formula, charge and spin) at 41.0 kcal per mole. As for the HOMO-LUMO gap: 0.285 Eh.

Last column: Mulliken charge in e.
Atoms and positions in Å:
C -3.52 2.69 -2.12  -0.731
C -4.27 1.69 -1.19  -0.370
S -3.22 0.85 0.06  0.020
C -1.63 0.58 -0.80  0.374
C -1.02 -0.82 -0.53  -0.015
C 0.01 -0.96 0.50  1.670
C 0.50 0.25 1.37  -1.536
O 1.21 1.23 0.63  -0.206
C 2.21 1.89 1.42  -0.277
O 1.80 2.17 2.74  -0.437
C 0.88 3.28 2.82  -0.408
C -0.40 2.77 3.59  -0.013
O -1.60 3.03 2.83  -0.548
C 0.52 -2.30 0.61  -0.283
C 1.66 -2.66 1.61  -1.046
C 2.82 -3.34 0.74  -1.037
C 3.27 -2.45 -0.46  -0.534
C 3.72 -1.01 -0.06  0.925
C 4.21 -0.15 -1.26  -0.306
O 4.65 1.11 -0.76  -0.299
C 5.17 1.93 -1.80  -0.704
C 0.00 -3.39 -0.20  -0.384
N -0.97 -3.16 -1.07  -1.054
N -1.38 -1.93 -1.18  1.252
C -2.48 -1.73 -2.20  -1.070
C -3.02 -3.06 -2.79  -0.843
C -2.16 -3.72 -3.94  -0.939
I -0.31 -2.73 -4.43  0.059
H -2.97 3.50 -1.58  0.254
H -2.83 2.20 -2.87  -0.075
H -4.29 3.21 -2.73  0.414
H -4.80 0.96 -1.86  0.303
H -5.07 2.26 -0.66  0.459
H -1.70 0.71 -1.91  -0.349
H -0.90 1.36 -0.48  0.040
H -0.42 0.75 1.78  0.718
H 1.03 -0.17 2.25  0.750
H 3.09 1.21 1.49  0.136
H 2.49 2.86 0.95  0.410
H 0.63 3.74 1.84  0.372
H 1.35 4.02 3.51  0.192
H -0.33 1.67 3.83  0.131
H -0.51 3.27 4.58  0.251
H -1.32 2.93 1.90  0.292
H 2.12 -1.77 2.08  0.145
H 1.28 -3.40 2.34  0.477
H 3.68 -3.42 1.45  0.521
H 2.53 -4.36 0.43  0.500
H 4.17 -2.95 -0.91  0.587
H 2.50 -2.40 -1.27  0.067
H 4.49 -1.03 0.75  0.382
H 2.83 -0.48 0.36  -1.027
H 5.08 -0.65 -1.77  0.425
H 3.39 0.02 -2.00  0.006
H 6.28 1.81 -1.91  0.252
H 4.98 3.01 -1.56  0.239
H 4.70 1.70 -2.78  0.273
H 0.38 -4.42 -0.09  0.394
H -3.32 -1.28 -1.60  0.300
H -2.21 -0.97 -2.95  0.447
H -4.02 -2.81 -3.24  0.421
H -3.24 -3.83 -2.03  0.391
H -2.81 -3.84 -4.84  0.492
H -1.91 -4.76 -3.62  0.379
C -5.14 -0.15 3.67  -0.400
O -5.45 1.18 3.27  -0.545
H -5.72 -0.38 4.56  0.319
H -5.41 -0.85 2.88  0.187
H -4.08 -0.23 3.90  0.125
H -4.94 1.37 2.47  0.299
C 1.78 0.70 -5.55  -0.394
O 2.45 0.11 -4.44  -0.324
H 2.48 1.36 -6.07  0.263
H 1.45 -0.08 -6.25  0.302
H 0.93 1.28 -5.21  0.041
H 1.82 -0.47 -4.00  0.054
C 4.32 -6.47 3.31  -0.620
O 3.53 -5.30 3.09  -0.384
H 5.24 -6.38 2.73  0.233
H 4.57 -6.56 4.36  0.256
H 3.77 -7.35 2.98  0.277
H 2.73 -5.40 3.62  0.251
C -1.39 -2.65 4.03  -0.679
O -1.71 -1.35 3.56  -0.519
H -1.96 -2.84 4.94  0.316
H -1.66 -3.40 3.28  0.298
H -0.32 -2.72 4.26  0.235
H -1.21 -1.20 2.76  0.236
C 1.15 5.81 6.70  -0.579
O -0.05 5.42 6.05  -0.479
H 1.86 6.15 5.95  0.215
H 0.95 6.64 7.39  0.293
H 1.58 4.97 7.25  0.267
H -0.66 5.13 6.73  0.284
C 0.08 3.32 -3.12  -0.439
O -0.90 2.77 -3.99  -0.426
H 0.06 4.41 -3.22  0.331
H -0.15 3.06 -2.08  0.051
H 1.07 2.95 -3.38  0.246
H -0.87 1.81 -3.88  0.101
C -3.66 0.78 -5.72  -0.219
O -3.72 2.17 -5.45  -0.486
H -4.62 0.47 -6.13  0.324
H -2.87 0.57 -6.44  0.268
H -3.48 0.23 -4.79  -0.132
H -2.86 2.43 -5.08  0.324